Here is C56H53O8P2PdS as an isolated structure from the Open Molecules 2025 dataset. Energies are from ωB97M-V/def2-TZVPD.

Atoms and positions in Å:
C: 4.2468 -3.5662 -3.3037
O: 2.8372 -3.8683 -3.2554
C: 2.1376 -3.6626 -2.1095
C: 0.7603 -4.0097 -2.1372
C: -0.0264 -3.8117 -1.0209
C: 0.4983 -3.2482 0.1586
C: -0.4024 -3.1347 1.3638
C: 0.0627 -2.4378 2.5322
S: -0.8412 -2.6276 3.9646
C: 0.1366 -3.8646 4.9050
C: -0.4509 -1.1426 4.9179
O: -1.5419 -3.6467 1.3440
C: 1.8679 -2.9373 0.1874
C: 2.6895 -3.1288 -0.9215
H: 4.5368 -3.7999 -4.3294
H: 4.4350 -2.5061 -3.0927
H: 4.8065 -4.1972 -2.6022
H: 0.3532 -4.4395 -3.0489
H: -1.0698 -4.1217 -1.0506
H: 0.9942 -1.8771 2.5813
H: -0.2522 -3.8574 5.9299
H: -0.0466 -4.8337 4.4308
H: 1.2033 -3.6079 4.8744
H: -0.9661 -1.2286 5.8817
H: 0.6308 -1.0514 5.0556
H: -0.8424 -0.2861 4.3643
H: 2.2983 -2.5731 1.1171
H: 3.7488 -2.8816 -0.8557
C: 3.7161 7.3374 1.0875
C: 3.1473 7.1888 -0.1809
C: 1.7847 6.9100 -0.3113
C: 1.0554 6.6680 0.8479
O: -0.2291 6.1027 0.7698
P: -0.7113 4.7389 0.0266
O: -2.2953 5.0235 -0.1558
C: -3.0360 6.1828 0.1221
C: -3.7139 6.7853 -0.9380
C: -4.4957 7.9136 -0.6728
C: -4.5950 8.4038 0.6333
C: -3.8673 7.8123 1.6716
C: -3.1086 6.6651 1.4270
O: -0.1327 4.9477 -1.4914
C: -0.7859 4.7462 -2.7125
C: -0.4117 5.5666 -3.7750
C: -1.1126 5.4538 -4.9796
C: -2.1380 4.5142 -5.1067
C: -2.4687 3.6779 -4.0369
C: -1.7661 3.7676 -2.8320
Pd: -0.0988 2.7902 1.0578
P: 0.7932 3.2611 3.1025
O: 2.2745 3.9644 3.1416
C: 3.1277 4.2058 4.2407
C: 4.4476 3.7845 4.1432
C: 5.2267 3.8011 5.3014
C: 4.7078 4.3263 6.4855
C: 3.4037 4.8238 6.5341
C: 2.6189 4.8184 5.3798
O: -0.1393 4.0961 4.1555
C: -0.8476 3.5158 5.2268
C: -0.6192 4.0362 6.4945
C: -1.0577 3.2983 7.5971
C: -1.7576 2.1059 7.4052
C: -2.0370 1.6469 6.1130
C: -1.6324 2.3906 5.0026
O: 1.0709 1.9233 3.9814
C: 2.2845 1.2509 4.1672
C: 2.6261 0.9787 5.4890
C: 3.8415 0.3352 5.7268
C: 4.6604 -0.0246 4.6575
C: 4.2751 0.2370 3.3405
C: 3.0610 0.8787 3.0826
C: 0.7033 1.0754 0.0117
C: 1.3803 1.4768 -1.2349
C: 2.6882 2.0006 -1.1929
C: 3.2959 2.4613 -2.3576
C: 2.6132 2.4080 -3.5783
C: 1.3378 1.8352 -3.6339
C: 0.7181 1.3866 -2.4715
C: -0.7226 0.8858 0.1301
C: -1.2146 0.4596 1.3707
C: 1.5846 6.8650 2.1190
C: 2.9472 7.1416 2.2364
H: 4.7683 7.6053 1.1827
H: 3.7539 7.2910 -1.0829
H: 1.3065 6.8625 -1.2876
H: -3.6222 6.3651 -1.9414
H: -5.0199 8.4037 -1.4950
H: -5.2516 9.2505 0.8436
H: -3.8824 8.2308 2.6791
H: -2.5945 6.1450 2.2351
H: 0.3995 6.2819 -3.6435
H: -0.8495 6.1068 -5.8144
H: -2.6827 4.4205 -6.0483
H: -3.2735 2.9447 -4.1192
H: -1.9636 3.0786 -2.0082
H: 4.8244 3.4148 3.1902
H: 6.2407 3.3958 5.2690
H: 5.3292 4.3605 7.3819
H: 2.9779 5.2260 7.4561
H: 1.6239 5.2595 5.3540
H: -0.0843 4.9786 6.6043
H: -0.8440 3.6699 8.6002
H: -2.1044 1.5325 8.2691
H: -2.5686 0.7060 5.9600
H: -1.9113 2.1028 3.9874
H: 1.9493 1.2907 6.2848
H: 4.1335 0.1301 6.7583
H: 5.6113 -0.5251 4.8520
H: 4.9127 -0.0434 2.5002
H: 2.7215 1.0932 2.0667
H: 1.3035 0.5006 0.7216
H: 3.1865 2.0985 -0.2261
H: 4.3117 2.8623 -2.3189
H: 3.0766 2.7914 -4.4862
H: 0.8166 1.7309 -4.5869
H: -0.3042 1.0096 -2.5035
H: -1.3452 1.0340 -0.7503
H: -0.5873 -0.2082 1.9590
H: -2.2586 0.6009 1.6449
H: 0.9412 6.7614 2.9932
H: 3.3960 7.1913 3.2304

Calculated values
relative energy (zero: lowest compared OMol25 entry of this formula, charge and spin) = 0.0 kcal per mole
2S+1 = 1
frontier orbital gap = 4.95 eV
M = 1054.47 g mol⁻¹
net charge = +1